Entry 1:
Here is C38H40N3PRuSSe4 as an isolated structure at a distorted geometry from the Open Molecules 2025 dataset. Energies are from wB97M-V/def2-TZVPD.

Calculated values
frontier orbital gap (alpha / beta) = 4.9684 / 4.9309 eV
energy relative to the best compared isomer or geometry (same formula, charge and spin) = 436.6 kJ/mol
electronic energy = -12076.44494 Eh
multiplicity = 2
net charge = -1
M = 1018.7 u

XYZ file:
```
88
Properties=species:S:1:pos:R:3:mulliken_spin:R:1
H -4.7836 -1.5226 -0.7684 0.0008
H 0.4204 1.7110 -3.2993 0.0008
H 2.7008 1.3005 2.9628 -0.0001
C -2.6025 0.0387 -0.9530 0.0141
C -1.9476 -3.1729 1.3039 0.0106
H 2.1785 -2.9029 0.7815 0.0009
C -1.1381 4.8564 0.0861 0.0001
C 4.1770 -3.0723 0.0786 0.0101
H 1.8759 2.7617 -4.9864 -0.0001
C 2.9022 -2.5346 0.0628 -0.0361
H 4.2385 1.9407 -5.2030 0.0001
Se -0.4014 -1.2040 -4.0393 0.0093
H 6.1201 -3.0598 -0.8495 -0.0001
H 6.1242 3.0985 1.1539 0.0000
H 4.4316 -3.8456 0.7946 0.0000
C 0.4456 0.2510 2.1779 0.0005
C 0.0638 2.3629 0.3469 0.0003
C 4.5282 2.5763 -0.1813 0.0000
H -0.6274 1.9784 -1.6323 0.0022
C -1.4406 -0.3365 -0.9666 -0.0312
H 2.2449 -0.8743 2.4921 0.0012
C 3.1058 -0.0666 -2.7137 -0.0044
C -1.1712 3.9571 -0.9677 -0.0018
P 0.9396 0.7522 0.4943 -0.0076
H -4.1198 -4.8088 2.3485 -0.0004
C 2.5132 -1.5612 -0.8680 0.0227
C -0.5031 4.5140 1.2737 -0.0003
C -4.3248 -2.3847 1.3648 0.0010
N 1.8423 0.3918 -2.6185 0.0026
C -1.2140 0.0522 3.9084 -0.0004
C 1.2973 -0.5687 2.9200 0.0012
H -4.6361 -0.9673 -2.4376 0.0005
H -4.8411 -3.2581 0.9654 -0.0003
Se -1.4781 0.4188 -5.0918 0.0414
H -3.0964 -6.2175 2.1109 -0.0010
S -0.3619 -2.6279 1.2520 0.0154
H 1.5920 -1.6454 4.7443 -0.0003
H -3.5174 2.5012 -1.6594 -0.0001
C -4.4353 1.0114 0.3983 0.0001
C 4.7777 -1.6712 -1.7644 0.0067
C 1.4448 1.3842 -3.4112 -0.0014
H 4.9280 2.2950 3.1610 0.0000
C -4.1274 1.6574 -1.9828 0.0003
H -2.2069 0.2734 4.2819 0.0000
H -3.7330 -5.3634 0.7015 0.0000
C 5.1381 2.6605 1.0611 -0.0003
C 3.5653 1.5147 -4.4696 0.0001
C -0.8220 0.5404 2.6720 -0.0004
Se 0.5988 -5.1573 -0.8263 0.4690
H -4.8283 -1.4991 0.9853 0.0003
C -0.5758 2.7090 -0.8359 -0.0013
C 3.2748 2.0001 -0.2951 0.0025
C 3.9892 0.4961 -3.6436 0.0032
C -3.3426 -5.2351 1.7149 0.0024
C 2.2615 1.9767 -4.3521 -0.0001
H 5.5304 -1.3447 -2.4716 -0.0001
H 2.7856 1.9533 -1.2581 -0.0007
H 5.0035 0.1335 -3.7047 0.0001
H -4.3289 0.2416 1.1656 -0.0001
H 0.6164 3.0073 2.3156 0.0000
H -1.5059 1.1290 2.0725 -0.0010
C -0.3396 -0.7118 4.6679 -0.0001
H -5.4830 1.3254 0.3662 -0.0001
H -1.2663 -4.9454 1.7252 -0.0094
Se 0.1851 -3.2719 -1.9325 0.4388
C 2.6110 1.4865 0.8197 -0.0018
C 0.1061 3.2777 1.3994 0.0004
H -5.1681 1.9868 -2.0635 0.0000
N -2.9387 -2.3387 0.9535 0.0014
C -4.9041 -0.6596 -1.4264 -0.0009
H -0.4791 5.2141 2.1001 0.0000
C 5.1212 -2.6407 -0.8465 0.0015
H -5.9552 -0.3540 -1.4191 -0.0005
Ru 0.5356 -0.9578 -1.0564 0.0264
C 3.4884 -1.1234 -1.7809 0.0113
N -2.1361 -4.4323 1.7489 0.0062
H -3.8298 1.8718 0.6903 0.0003
C 4.4701 2.2001 2.1839 0.0002
H -3.7848 1.3442 -2.9671 0.0001
C 3.2107 1.6269 2.0695 -0.0006
H -4.4168 -2.3841 2.4562 -0.0001
H -2.5907 -1.4659 0.5608 -0.0051
H 5.0236 2.9686 -1.0608 0.0000
H -0.6470 -1.0883 5.6358 0.0001
H -1.6078 5.8270 -0.0175 0.0000
C -4.0019 0.5007 -0.9833 0.0013
C 0.9150 -1.0263 4.1694 -0.0005
H -1.6622 4.2259 -1.8949 0.0000
```


Entry 2:
Here is C20H39Cl3N3O3SiTi as an isolated structure at a distorted geometry from the Open Molecules 2025 dataset. Energies are from wB97M-V/def2-TZVPD.

Calculated values
frontier orbital gap (alpha / beta) = 4.9524 / 4.9626 eV
energy relative to the best compared isomer or geometry (same formula, charge and spin) = 608.3 kJ/mol
electronic energy = -3695.06190 Eh
multiplicity = 2
M = 551.9 u

XYZ file:
```
70
Properties=species:S:1:pos:R:3:mulliken_spin:R:1
H -3.3432 -0.5838 -4.4406 0.0002
C 0.7137 -0.9163 1.7915 0.0083
H -4.2060 1.3946 -0.0882 -0.0009
C -4.5621 1.4457 -1.1181 -0.0008
C 0.5654 -2.7199 -1.8858 -0.0016
C 3.4488 0.5391 -3.0352 -0.0002
O 0.4213 -1.4890 -2.3652 0.0082
H 2.8336 -1.2891 -1.5201 0.0008
H 2.1955 0.4292 -0.6928 0.0022
C 3.8725 -2.4992 -0.0211 -0.0001
H 0.2674 2.5704 1.7550 0.0046
C 0.7116 -2.9608 -3.3717 0.0002
C 2.9857 -0.2114 2.4511 0.0004
N 1.7971 -1.0581 2.5785 0.0035
C 1.5802 0.9302 -1.4531 0.0002
H -1.1265 1.7639 2.4373 0.0021
H -0.5275 -3.6320 -5.0019 0.0000
H 2.5345 -2.8206 3.4900 0.0001
Ti -1.1977 1.1527 0.0682 1.0118
C 1.8104 -2.0222 3.6805 -0.0003
O 0.4767 1.4628 -1.1267 -0.0111
H -1.9966 2.3819 -4.0984 0.0004
H 0.8200 -2.4678 3.7956 0.0001
H -0.1023 -1.6543 1.9341 -0.0006
H 1.8105 -3.9217 -5.8691 0.0000
H 3.5365 -0.4511 -3.5220 0.0001
Cl -2.2021 2.9532 -0.8208 -0.0001
C -3.8413 -0.5324 -3.4612 0.0050
Cl -1.5101 -0.1015 -1.6357 -0.0266
H 0.3479 1.7106 -3.5164 0.0016
H 1.7533 1.5433 -4.6170 0.0001
H 3.3610 0.0179 3.4520 0.0001
H 1.6362 -2.1295 -5.8027 -0.0001
H 2.7473 0.7186 1.9295 -0.0003
H -1.4279 -3.0362 -3.5783 0.0001
H -5.0128 2.4370 -1.2019 0.0007
Cl -2.5339 -0.2348 1.2921 -0.0151
H -1.3159 3.1522 1.4436 -0.0004
C 1.9539 -3.1165 -3.9079 -0.0012
C 2.4888 -4.2542 0.9550 -0.0004
H -5.3684 0.7183 -1.0919 -0.0008
H -0.6218 -1.8961 -4.6514 0.0001
H -3.6677 2.2650 -4.6174 0.0014
C 3.6874 -3.5411 0.8828 0.0003
H 2.3263 -5.0720 1.6672 0.0000
H 3.7817 -0.7419 1.9114 0.0000
C 1.4425 -3.9329 0.0948 -0.0006
O 0.5493 0.0452 0.9857 -0.0163
H 4.7865 -1.9347 -0.0875 0.0000
N -0.7276 2.3566 1.7140 -0.0056
H 0.7766 0.1061 -4.1914 0.0002
C 1.6799 -2.9571 -0.8827 0.0022
C -0.5432 -2.8936 -4.2058 -0.0008
C -3.0273 2.3924 -3.7306 0.0055
Si -3.3730 1.0088 -2.5027 0.0227
H 3.2392 -2.8601 -5.5368 0.0000
N 2.0593 0.8514 -2.7064 0.0017
H -3.1921 3.4459 -3.4524 0.0002
H 0.4406 -4.4022 0.1168 0.0000
H -3.5422 -1.4625 -2.9566 0.0002
H 2.8060 -3.2418 -3.2304 0.0004
H 4.0727 0.5554 -2.1364 0.0000
H 2.0940 -1.5176 4.6131 -0.0001
H 4.5212 -3.8474 1.5066 0.0000
H -0.3400 -3.2231 -1.5587 0.0002
C 2.1682 -3.0028 -5.3633 -0.0001
C 1.1612 1.0684 -3.8365 -0.0008
C 2.8129 -2.1685 -0.8772 -0.0013
H 3.8113 1.2984 -3.7469 0.0000
H -4.9174 -0.6678 -3.6512 0.0004
```


Entry 3:
Here is C43H45BBrCaN11O3Te as an isolated structure at a distorted geometry from the Open Molecules 2025 dataset. Energies are from wB97M-V/def2-TZVPD.

Calculated values
frontier orbital gap (alpha / beta) = 6.7791 / 7.0263 eV
energy relative to the best compared isomer or geometry (same formula, charge and spin) = 46.0 kJ/mol
electronic energy = -6038.36471 Eh
multiplicity = 2
net charge = -1
M = 1022.3 u

XYZ file:
```
106
Properties=species:S:1:pos:R:3:mulliken_spin:R:1
H 4.8207 1.5121 3.6335 0.0000
C 1.2580 -6.9407 0.9452 0.0013
H -2.8883 0.0093 6.2624 -0.0002
C -3.0144 1.5535 4.8193 0.0052
H -2.3081 -5.4563 1.4552 0.0000
H -1.9784 7.6999 0.8218 0.0193
C -2.6126 0.3082 5.2782 -0.0001
H -0.7267 -7.0094 1.6738 -0.0001
H 3.5225 4.5731 2.4671 -0.0006
C -5.1085 0.1154 -2.9923 -0.0005
C -1.2042 5.8154 1.5707 -0.1608
C -1.7017 3.7096 0.3737 -0.0376
Te 0.1995 -2.0150 0.1161 0.0004
C 3.0011 -3.9874 -0.6822 -0.0013
N -0.1147 -0.5193 -3.7689 -0.0004
N 2.5124 3.6121 0.6108 0.0047
H -3.0294 2.9242 3.1656 -0.0019
C 0.0215 -6.3871 1.2233 -0.0009
H -1.0801 -1.4961 -6.7242 0.0000
C -1.7482 3.2249 -5.6732 0.0002
C 1.9406 -4.7458 0.0501 0.0022
C 0.6816 -4.1902 0.3389 -0.0004
C 5.2134 0.5529 3.2299 -0.0005
H 5.5550 -0.0063 4.1118 0.0000
C -2.5609 5.9221 -0.4088 -0.1047
H 0.6359 4.1550 -3.6622 -0.0002
C 1.3057 -2.5440 3.2845 -0.0010
H 2.6010 3.8896 3.7043 0.0003
O -4.1107 4.0977 -2.2996 0.0210
C -2.0201 1.0902 2.6681 -0.0070
H 6.0578 0.8043 2.5991 0.0000
C -0.1089 3.6894 -4.2996 0.0013
H -0.4794 3.9426 2.2426 0.0637
H 0.9690 -3.0450 -5.5677 0.0000
H 0.2466 -2.3524 3.1776 0.0002
H -2.1708 -4.0776 0.3602 0.0000
O -2.5260 2.6926 0.9265 0.0381
H -3.1358 6.5177 -1.1051 -0.0024
H 1.8959 -8.9161 0.3339 0.0000
C -2.5352 4.5814 -0.5280 0.2894
H 3.2021 -6.5052 0.1125 0.0000
H 2.5351 -1.2961 -1.5440 0.0001
C 2.9496 -0.5892 0.4301 0.0030
C -1.9071 -0.5332 4.4404 -0.0002
H -2.5848 3.2592 -6.3513 0.0000
C -1.0426 4.2934 -5.1804 -0.0005
C -1.9535 6.6126 0.6867 0.4242
Br -0.1736 6.6166 3.0108 0.0000
C 0.4891 -2.1271 -5.2199 0.0000
H -6.1867 0.0796 -2.8792 0.0000
N -1.0287 0.8852 0.3981 0.0042
C 1.8447 3.0841 -0.3946 -0.0027
C -1.5992 -0.1462 3.1532 -0.0036
H 3.3731 -3.1451 -0.0588 0.0000
C 3.2439 -0.9947 3.1436 -0.0001
C -3.0259 3.8438 -1.7452 0.0313
C 2.2232 -6.0977 0.3921 -0.0009
H 3.8661 -4.6015 -0.9208 -0.0003
H 3.3479 -1.1642 4.2099 0.0000
H 1.3997 -1.8506 -3.1950 0.0002
H 2.5815 -3.6052 -1.6078 0.0001
N 1.2716 2.6648 -1.3100 -0.0001
H -4.8975 0.6373 -5.1306 0.0000
C 2.3234 3.1369 1.8237 -0.0037
H 1.6428 1.7188 3.0626 0.0003
H -1.0821 -0.8238 2.4780 0.0011
C -1.0289 4.4731 1.4883 0.3308
H 4.7154 0.5759 0.5689 -0.0002
N -1.3362 2.0893 -5.0663 0.0004
H 3.9391 -0.2505 -1.4202 -0.0001
H -1.1464 5.3411 -5.4399 -0.0001
H 2.2947 0.4442 -1.4001 0.0002
N -2.9009 -0.0212 -2.6597 -0.0007
C -1.7096 -4.5737 1.2297 0.0006
H 1.4834 -3.5686 2.9160 0.0000
C -1.7740 1.4345 1.2301 0.0124
O -2.1221 3.0419 -2.1348 0.0129
B -1.9979 0.6096 -5.0618 0.0000
H 1.5321 -2.5218 4.3484 -0.0001
H -4.2029 -0.4833 -1.0425 0.0001
C -4.4847 0.4511 -4.1452 0.0001
C -0.3093 -5.0351 0.9172 0.0007
N -0.2737 2.3876 -4.2451 -0.0001
C 1.9719 -1.3213 1.1121 -0.0028
N 1.5173 2.1245 2.1658 -0.0020
H 0.7043 -8.8961 1.6273 0.0000
H -0.9319 3.2432 -0.2152 0.0589
C -2.7281 1.9563 3.5300 0.0060
H -2.5217 0.4367 -6.1525 0.0000
C -4.0848 -0.1592 -2.0736 0.0005
N 3.0695 3.7318 2.8285 -0.0008
C -0.5342 -1.3990 -5.7665 0.0001
C 2.1371 -1.5737 2.4870 0.0016
H 0.8485 1.7187 1.4893 0.0025
H 2.3531 -8.4811 1.9724 0.0000
N -3.1397 0.3648 -3.9522 0.0006
H -3.5879 2.2086 5.4668 0.0004
C 1.5717 -8.3691 1.2362 -0.0001
H -1.7462 -3.8914 2.0959 -0.0001
N -0.8751 -0.4350 -4.8847 -0.0001
C 4.1319 -0.1845 2.4773 0.0014
C 2.9291 -0.3976 -1.0613 -0.0009
C 0.7077 -1.5296 -3.9662 -0.0003
H -1.6501 -1.5268 4.8084 0.0001
Ca -0.9001 1.3285 -1.9747 -0.0003
C 3.9923 0.0003 1.1305 -0.0008
```